DFT (ωB97M-V/def2-TZVPD) results for C11H10AuClNS as an isolated structure.

Properties
Energy above the lowest of the compared OMol25 structures with the same formula, charge and spin (kcal per mole): 0.0
DFT total energy (eV): -40107.0994
2S+1: 3
Total charge: -1
<S²>: 2.04
HOMO energy (spin up / spin down) (eV): -4.00 / -3.76

Geometry as XYZ:
```
25
Properties=species:S:1:pos:R:3:forces:R:3:mulliken_spin:R:1
C 2.278 0.597 0.749 -0.98 2.44 0.39 0.15
C 1.582 1.859 0.352 1.41 -1.35 1.35 0.00
C 1.433 1.801 -1.076 0.79 -0.87 -0.28 0.36
H 1.581 2.819 0.891 0.00 -0.78 -0.13 0.00
C 1.975 0.577 -1.544 -0.52 0.49 0.28 -0.09
C 2.378 -0.201 -0.452 0.26 0.35 -0.76 0.32
H 2.739 -1.217 -0.487 0.03 0.01 0.03 0.01
H 2.811 0.465 1.708 0.17 0.01 -0.88 0.00
H 1.141 2.643 -1.697 -0.19 -0.27 0.14 0.00
H 2.054 0.324 -2.595 -0.20 -0.24 0.23 0.00
Au 0.453 0.377 1.770 -0.53 -0.44 -0.31 0.13
Cl -1.082 -0.699 3.116 0.19 0.06 0.85 0.04
C -2.132 -0.746 0.067 -0.25 -1.40 -2.34 0.11
C -2.236 -0.678 -1.337 0.08 -0.60 1.74 0.13
C -2.112 0.704 -1.726 -0.12 1.35 1.47 0.36
H -2.389 -1.502 -2.037 0.23 0.21 0.43 0.00
C -1.941 1.481 -0.541 -0.28 -0.68 -0.49 -0.11
C -2.035 0.582 0.571 0.33 2.37 -1.01 0.43
H -2.048 0.925 1.606 -0.36 -0.36 -0.53 0.01
H -1.999 -1.650 0.653 -0.34 0.24 -0.12 0.01
H -2.253 1.124 -2.720 0.22 -0.22 0.15 0.01
H -1.817 2.565 -0.481 -0.17 -0.45 -0.04 0.00
S 0.442 -3.036 0.665 0.03 1.07 -1.09 0.09
C 0.540 -4.127 1.865 0.49 -2.78 2.42 -0.02
N 0.636 -4.987 2.679 -0.26 1.82 -1.49 0.04
```
Positions in Å, forces in eV/Å.